(1)
The following is a DFT calculation (wB97M-V/def2-TZVPD) of a 2-piece molecular cluster, C3H8O2S2 overall.

SMILES	O=CCCSS.O
electronic energy	-29005.7608	eV
orbital gap	9.2	eV
ΔE to the lowest compared entry with this formula, charge and spin	25.1	kcal/mol
HOMO level	-8.776	eV

Structure (XYZ):
```
15
Properties=species:S:1:pos:R:3:forces:R:3
O 1.643 -1.840 -0.196 0.1 -0.1 -0.1
C 0.501 -2.222 -0.234 -0.1 0.0 0.2
C -0.665 -1.372 -0.635 -0.2 0.3 -0.8
C -1.546 -0.805 0.482 0.5 0.2 0.2
S -1.580 0.998 0.632 0.3 0.4 -0.2
S 0.377 1.628 0.786 -0.2 -0.3 0.3
H 0.267 -3.277 0.005 0.0 0.0 0.2
H -0.343 -0.594 -1.317 0.4 0.5 0.2
H -1.279 -1.964 -1.300 -0.4 -0.6 0.0
H -2.580 -0.950 0.220 -0.5 -0.4 0.1
H -1.328 -1.260 1.445 -0.1 -0.1 0.1
H 0.780 1.392 -0.473 0.0 0.1 -0.1
O 2.085 0.437 -1.790 0.0 -0.3 -0.4
H 1.983 -0.470 -1.452 0.1 0.3 0.3
H 2.529 0.324 -2.637 0.0 0.2 0.0
```
Forces are in eV/Å.

(2)
The following is a DFT calculation (wB97M-V/def2-TZVPD) of the molecule C5H7N.

SMILES	C#C[C@@H]1CN1C
electronic energy	-6784.5484	eV
orbital gap	10.3	eV
ΔE to the lowest compared entry with this formula, charge and spin	91.4	kcal/mol
HOMO level	-9.220	eV

Structure (XYZ):
```
13
Properties=species:S:1:pos:R:3:forces:R:3
C -1.993 -1.837 0.502 0.5 0.0 -0.2
C -0.998 -1.588 -0.133 -0.5 -0.1 0.3
C -0.056 -0.656 -0.730 -0.3 0.0 0.0
C 1.391 -0.311 -0.500 0.2 -0.1 -0.1
N 0.361 0.248 0.311 0.0 0.1 0.1
C -0.156 1.587 0.330 0.0 0.2 -0.1
H -2.838 -1.913 1.147 0.0 -0.4 -0.2
H -0.408 -0.270 -1.695 0.0 0.2 0.4
H 1.803 0.325 -1.290 0.0 -0.2 0.0
H 2.106 -0.978 -0.022 -0.2 0.1 0.0
H -1.178 1.510 0.728 0.2 0.2 -0.1
H -0.202 2.063 -0.661 0.1 0.0 0.1
H 0.427 2.202 1.020 0.0 0.0 -0.1
```
Forces are in eV/Å.

(3)
The following is a DFT calculation (wB97M-V/def2-TZVPD) of an isolated ion of composition C5H11N4 and charge +1.

SMILES	[H]/N=N/N=C\[NH+]=C(/C)CC
charge	+1
electronic energy	-11314.0790	eV
orbital gap	8.5	eV
ΔE to the lowest compared entry with this formula, charge and spin	86.9	kcal/mol
HOMO level	-13.132	eV

Structure (XYZ):
```
20
Properties=species:S:1:pos:R:3:forces:R:3
H -1.901 -1.103 -2.283 0.0 0.7 -0.2
N -0.902 -0.891 -2.217 1.3 -1.2 0.1
N -0.625 0.205 -2.681 -4.3 -0.3 0.1
N 0.426 0.816 -2.860 3.3 1.5 -0.4
C 1.075 1.559 -2.040 -0.6 -0.8 -0.5
N 0.748 1.451 -0.665 -0.3 0.3 0.4
C 0.661 0.324 -0.009 0.3 0.2 0.5
C 1.316 -0.918 -0.454 0.2 -0.3 -0.3
C -0.015 0.322 1.309 -0.2 0.1 0.2
C -1.456 -0.194 1.131 0.0 0.0 0.0
H 1.769 2.308 -2.369 0.3 0.0 0.0
H 0.471 2.310 -0.189 -0.1 -0.2 0.0
H 0.708 -1.795 -0.239 -0.1 0.1 0.0
H 2.218 -1.025 0.154 0.1 0.2 0.2
H 1.609 -0.921 -1.497 0.0 -0.1 0.1
H 0.506 -0.344 1.998 0.1 0.1 -0.1
H -0.049 1.323 1.743 0.1 0.0 0.0
H -1.936 -0.251 2.104 0.0 0.0 0.1
H -1.463 -1.186 0.689 0.0 -0.1 0.0
H -2.037 0.477 0.502 0.0 0.0 0.0
```
Forces are in eV/Å.

(4)
The following is a DFT calculation (wB97M-V/def2-TZVPD) of C5H15N3O2Sn as an isolated structure.

spin multiplicity	2
charge	+3
electronic energy	-19789.4607	eV
orbital gap (spin up / spin down)	5.3 / 3.2	eV
ΔE to the lowest compared entry with this formula, charge and spin	20.1	kcal/mol
⟨S²⟩	0.759
HOMO level (spin up / spin down)	-19.653 / -19.600	eV

Structure (XYZ):
```
26
Properties=species:S:1:pos:R:3:forces:R:3
Sn 0.238 0.986 -2.396 0.7 -0.6 0.5
C -1.379 -0.678 2.107 0.7 -0.8 2.0
C -1.120 0.118 0.876 -0.1 1.2 -4.4
C -2.113 1.240 0.532 -2.4 -1.0 -0.7
O -2.164 1.534 -0.867 5.1 -1.4 -0.5
C -3.268 2.056 -1.527 -2.1 1.2 0.6
N 0.194 0.673 1.040 -1.0 -0.6 3.1
H -2.360 -1.150 2.169 -0.5 0.5 -0.5
H -1.207 -0.016 2.956 -0.3 -0.4 0.5
H -0.704 -1.533 2.129 0.3 0.1 0.3
H -0.986 -0.571 0.042 -0.8 -0.4 -0.3
H -2.076 2.162 1.112 0.3 -0.1 0.3
H -3.083 0.755 0.639 -0.3 0.2 0.9
H -3.086 2.080 -2.602 -0.1 -0.2 0.2
H -3.481 3.053 -1.141 0.2 0.3 -0.3
H -4.158 1.500 -1.233 -0.1 -0.4 -0.5
H 0.876 0.051 1.450 1.3 -0.9 -1.0
H 0.020 1.242 1.856 0.8 2.3 0.1
C 3.417 -1.338 -1.077 -1.3 -1.3 -0.1
O 2.585 -0.598 -1.601 -3.6 3.5 -1.5
N 4.545 -1.013 -0.642 5.3 3.7 1.1
N 3.190 -2.577 -0.888 -3.3 -5.5 0.0
H 5.279 -1.707 -0.623 0.2 0.3 0.3
H 4.792 -0.037 -0.726 0.6 -0.2 0.0
H 3.754 -3.278 -0.429 0.4 0.5 0.0
H 2.292 -2.954 -1.157 0.2 0.0 -0.3
```
Forces are in eV/Å.

(5)
The following is a DFT calculation (wB97M-V/def2-TZVPD) of a 2-piece molecular cluster, C3H8N2 overall.

spin multiplicity	2
charge	+1
electronic energy	-6208.6211	eV
orbital gap (spin up / spin down)	9.4 / 4.4	eV
ΔE to the lowest compared entry with this formula, charge and spin	110.3	kcal/mol
⟨S²⟩	0.759
HOMO level (spin up / spin down)	-14.553 / -13.614	eV

Structure (XYZ):
```
13
Properties=species:S:1:pos:R:3:forces:R:3
C 0.558 3.027 0.404 1.1 -1.4 -2.1
N 0.194 2.029 -0.306 0.2 0.8 0.8
H 0.628 3.946 -0.177 -0.6 0.5 0.7
H 1.156 2.874 1.300 -0.4 0.4 0.4
H 0.439 1.135 0.140 -0.4 -0.4 0.1
C -1.009 -1.990 0.796 1.5 1.7 2.8
C 0.402 -1.713 -1.068 -0.7 1.4 0.0
N -0.155 -1.174 -0.069 -0.1 -2.9 -0.5
H -1.561 -1.227 1.373 -1.4 -0.8 -0.8
H -0.436 -2.223 1.722 0.7 0.1 -0.5
H -1.311 -2.985 0.472 -0.9 0.8 -0.7
H 0.583 -1.083 -1.942 0.5 -0.2 0.0
H 0.528 -2.803 -1.048 0.4 0.2 -0.2
```
Forces are in eV/Å.

(6)
The following is a DFT calculation (wB97M-V/def2-TZVPD) of a 3-piece molecular cluster, C12H21N3 overall.

SMILES	CCCC#N.CCCC#N.CCCC#N
electronic energy	-17253.7285	eV
orbital gap	11.8	eV
ΔE to the lowest compared entry with this formula, charge and spin	15.5	kcal/mol
HOMO level	-11.435	eV

Structure (XYZ):
```
36
Properties=species:S:1:pos:R:3:forces:R:3
C 5.439 -0.655 -3.198 -0.5 -1.1 -0.6
C 5.055 -1.341 -1.868 -0.2 0.9 -1.0
C 3.523 -1.532 -1.671 0.7 -0.4 1.2
C 2.634 -0.917 -2.616 -0.3 0.4 -0.7
N 1.916 -0.402 -3.351 0.0 0.0 0.0
H 4.733 -0.966 -3.978 0.0 0.1 0.1
H 6.381 -1.062 -3.565 0.3 0.4 0.2
H 5.428 0.430 -3.204 0.2 0.0 0.3
H 5.441 -0.713 -1.069 0.1 -0.3 0.3
H 5.512 -2.324 -1.850 0.1 0.0 0.2
H 3.256 -1.128 -0.689 -0.1 -0.1 0.0
H 3.318 -2.603 -1.619 -0.2 0.1 -0.1
C -5.531 1.761 1.569 0.3 0.5 -0.3
C -4.092 1.350 1.225 -0.8 0.1 -0.3
C -3.092 1.775 2.305 -0.6 -0.8 0.4
C -3.341 3.089 2.887 0.4 0.5 -0.3
N -3.508 4.096 3.414 -0.1 -0.1 -0.1
H -6.273 1.374 0.873 0.1 -0.3 0.0
H -5.580 2.848 1.462 -0.2 0.0 0.3
H -5.813 1.486 2.585 0.0 0.0 0.0
H -3.830 1.811 0.270 0.1 0.0 0.0
H -4.062 0.273 1.050 0.3 0.0 0.2
H -2.076 1.645 1.942 0.1 0.3 0.2
H -3.241 1.130 3.181 0.3 -0.3 -0.2
C 0.033 -0.483 1.877 -0.5 0.0 1.2
C 0.191 -0.083 0.434 0.0 -0.4 -0.2
C -0.004 -1.197 -0.595 -0.8 0.0 -0.8
C -1.315 -1.869 -0.502 0.4 -0.1 0.5
N -2.331 -2.398 -0.434 -0.1 0.1 0.0
H 0.267 0.358 2.536 0.0 0.0 -0.1
H 0.647 -1.309 2.244 0.2 0.0 -0.5
H -0.991 -0.766 2.144 0.0 0.0 -0.3
H 1.177 0.371 0.316 -0.1 0.0 -0.3
H -0.564 0.652 0.145 0.2 0.3 0.3
H 0.767 -1.962 -0.664 0.1 0.0 0.3
H -0.073 -0.737 -1.585 0.5 0.0 0.0
```
Forces are in eV/Å.

(7)
The following is a DFT calculation (wB97M-V/def2-TZVPD) of C16H16CoN2O2S as an isolated structure.

spin multiplicity	2
electronic energy	-72389.3322	eV
orbital gap (spin up / spin down)	7.8 / 8.1	eV
⟨S²⟩	0.763
HOMO level (spin up / spin down)	-7.696 / -7.847	eV

Structure (XYZ):
```
38
Properties=species:S:1:pos:R:3:forces:R:3
Co -0.610 0.067 -1.165 0.0 -0.4 0.1
O -2.421 -0.212 -1.297 -0.2 0.4 0.1
C -3.207 -0.597 -0.314 0.2 0.0 -0.3
C -4.597 -0.425 -0.447 -0.1 0.0 0.0
C -5.463 -0.820 0.547 0.0 0.0 0.0
C -4.987 -1.416 1.721 0.0 0.0 0.0
C -3.633 -1.606 1.860 0.0 0.0 0.0
C -2.726 -1.206 0.866 0.1 -0.1 0.2
C -1.321 -1.450 1.100 -0.2 0.0 0.1
N -0.388 -0.959 0.377 0.3 -0.4 0.1
N 0.937 -1.246 0.722 -0.4 0.1 0.0
C 1.703 -0.758 -0.207 0.3 0.0 -0.2
O 1.267 -0.174 -1.285 0.0 0.4 0.1
C 3.179 -0.879 -0.048 -0.1 0.0 0.0
C 4.004 -0.660 -1.145 0.0 0.0 0.0
C 5.382 -0.748 -1.009 0.0 0.0 0.0
C 5.941 -1.044 0.226 0.0 0.0 0.0
C 5.117 -1.264 1.324 0.0 0.0 0.0
C 3.741 -1.185 1.188 0.0 0.0 0.0
H -4.959 0.029 -1.362 0.0 0.0 0.0
H -6.528 -0.668 0.415 0.0 0.0 0.0
H -5.670 -1.722 2.502 0.0 0.0 0.0
H -3.240 -2.070 2.758 0.0 0.0 0.0
H -1.027 -2.065 1.948 0.0 0.1 0.0
H 3.554 -0.422 -2.099 0.0 0.0 0.0
H 6.021 -0.585 -1.868 0.0 0.0 0.0
H 7.016 -1.101 0.336 0.0 0.0 0.0
H 5.550 -1.497 2.288 0.0 0.0 0.0
H 3.086 -1.357 2.032 0.0 0.0 0.0
C 0.761 3.125 -1.066 0.0 0.1 0.0
S -0.641 2.277 -0.319 0.1 -0.1 -0.3
C -2.033 3.093 -1.116 -0.1 0.1 0.0
H 0.927 4.090 -0.592 0.0 0.0 0.0
H 0.596 3.254 -2.134 0.0 0.0 0.0
H 1.629 2.484 -0.916 0.0 0.0 0.0
H -1.838 3.219 -2.180 0.0 0.0 0.0
H -2.228 4.059 -0.654 0.0 0.0 0.0
H -2.893 2.439 -0.985 0.0 0.0 0.0
```
Forces are in eV/Å.

Q: electronic energy of number 1 (C3H8O2S2)?
A: -29005.7608 eV